C49H95BN7O21V as an isolated structure in a non-equilibrium geometry, computed with ωB97M-V with the def2-TZVPD basis set.

Structure (ORCA input):
```
! wB97M-V def2-TZVPD RIJCOSX def2/J DEFGRID3
* xyz -2 1
V -0.01139 0.29833 -1.58931
O 1.47111 3.62383 -3.52169
O -1.87506 3.26168 -4.28500
O 0.97175 0.09052 -0.41958
O 3.87803 5.95577 0.22305
O -0.82663 4.44860 -6.13675
O -1.28426 1.10555 -4.91017
O -3.86037 -5.58242 0.15306
O 2.65675 0.54887 -3.68862
O 6.96454 -1.67287 1.42904
O -3.01754 5.16650 -5.23843
O 1.29225 4.28162 -1.48543
O -1.13102 -0.79088 -1.52216
O 1.52172 0.05673 -5.27911
O -3.84369 7.25187 -5.16357
O 0.89618 -0.62210 -3.50803
O -1.43499 -6.85047 -5.59006
O 0.25400 2.64966 -7.12536
O -0.97637 5.54180 -4.13785
O 0.57815 2.39118 -2.05849
O -1.28322 7.79229 -3.66794
O -1.20536 2.05118 0.66212
N -3.12939 -5.25118 1.26338
N 4.04783 6.05789 1.60614
N 1.72402 -0.07952 -4.15314
N -2.58415 1.99793 0.95487
N 5.65065 -1.81541 1.92752
N 1.21279 3.38425 -2.35592
N -2.00358 -5.63081 -5.21093
C 6.08371 -0.29156 3.86798
C -3.15119 -3.60860 -3.28972
C 3.08499 5.19092 2.34106
C -1.13789 -4.52622 -4.79856
C 4.46175 -2.14312 -0.19706
C -2.94191 2.35135 2.40206
C -1.40340 -4.19979 3.28923
C -2.03896 -3.30374 -4.27251
C -3.29559 -5.96555 -4.47168
C -1.32447 2.32525 -5.11140
C -0.82975 -5.02493 0.28817
C 4.40500 7.39402 2.08247
C 1.55472 5.61734 2.14200
C -4.99922 2.23835 0.24062
C -1.74958 -5.70200 1.33602
C -3.49631 2.52159 -0.10559
C -2.86488 -4.05071 3.41156
C -5.06715 -4.25071 2.39974
C 3.14429 -1.37177 1.72090
C -1.67853 6.71006 -4.19468
C -0.35269 -4.12515 -5.99825
C 6.82459 -2.66139 3.92093
C 3.35219 6.66255 4.39564
C 4.84377 0.22552 0.61296
C -5.34160 2.58416 1.64002
C -3.98259 -4.59215 -4.05275
C 3.47173 5.25435 3.81690
C -1.70680 -7.32384 1.02534
C 3.30118 3.69099 1.93710
C -3.38687 4.07445 -0.62822
C 5.81469 7.60410 1.60659
C 3.59363 8.53887 1.60493
C -0.15672 -5.00694 -3.69115
C -2.83880 3.84311 2.81107
C 4.46381 7.47568 3.71118
C 3.12907 -1.23331 3.20856
C -3.26933 1.71014 -1.30952
C 5.71424 -1.71725 3.36517
C -2.92974 6.45349 -5.02706
C -0.56191 3.17547 -6.28638
C -4.37505 1.98576 2.66976
C 4.64524 -1.25183 1.02775
C -1.24932 -5.58753 2.69259
C -4.40183 -6.53363 -5.45215
C -2.13908 1.50846 3.42206
C -3.60547 -4.14745 2.06816
C -3.26741 -6.90012 -3.24605
C -3.43206 -2.76392 1.30928
C 4.28072 -2.06239 3.85025
B -1.67449 4.58243 -4.93905
H 4.60766 0.96136 1.38166
H 7.05900 -0.03396 3.45501
H 4.14394 9.46672 1.76106
H 0.46671 -3.42027 -5.85742
H 2.65064 8.63438 2.14321
H 5.83906 0.43413 0.22056
H -4.13103 -7.46353 -5.95219
H -5.34263 -3.39152 3.01129
H 4.13252 0.62155 -0.11187
H 2.72114 4.59553 4.25355
H 4.52775 5.04835 3.99155
H 2.48827 -0.57096 1.37968
H 4.07608 -3.15800 -0.10023
H -6.36099 2.21267 1.74459
H 0.45758 -4.22022 -3.25318
H -1.14533 3.00722 0.59901
H -0.22059 -5.93154 2.79972
H -1.30155 -4.62247 -0.60823
H -4.05671 1.73796 -2.06276
H 0.45744 -5.78296 -4.14798
H -0.98267 -4.30420 4.28931
H -4.10955 4.42928 -1.36302
H -5.39962 3.65124 1.85462
H 2.64396 2.98135 2.43968
H 7.79371 -2.45529 3.46656
H 6.63272 -3.72261 3.76249
H -3.34609 -4.62010 4.20675
H 2.15966 -1.57582 3.57054
H -1.48240 -2.55984 -3.70245
H -4.13711 -2.79262 0.47852
H -0.91267 -3.36830 2.78334
H -3.85199 -1.95736 1.91030
H 5.96677 7.66408 0.52892
H 1.46385 6.68954 2.31584
H -0.75706 -7.80294 1.26315
H -1.77898 -6.28186 3.34486
H -2.45039 -2.45381 0.95117
H 6.23216 8.44221 2.16461
H 2.56950 -2.24180 1.40344
H -5.60657 -4.43548 1.47077
H -4.94982 -4.63241 -3.55180
H 4.60833 5.39402 -0.04656
H -0.65223 -5.48210 -2.84452
H -1.83602 -6.78692 -6.45997
H 5.98112 -0.20289 4.94951
H 3.96076 -1.63870 -1.02330
H -2.37588 4.36135 -0.91750
H -2.24923 1.83376 -1.67314
H -3.60640 4.49325 2.39129
H -1.80406 -7.56602 -0.03296
H 6.32672 6.65588 1.77030
H 7.15623 -2.58467 1.19780
H 4.22525 -3.13556 3.66770
H -3.33297 0.66559 -1.00461
H 2.42324 7.22543 4.30445
H -5.36158 -6.75417 -4.98488
H -2.48332 1.59971 4.45225
H -2.39009 -2.60893 -5.03543
H 0.17728 -4.91201 -6.53498
H -5.27198 -5.15461 2.97342
H -4.20823 -7.35374 -2.93432
H -4.74012 -6.00460 -6.34310
H 5.43079 0.40888 3.34723
H -3.69804 4.76436 0.15620
H -3.05462 -3.05583 3.81445
H 3.55039 8.31477 0.53909
H 4.32283 3.40049 2.18192
H -0.12393 -5.68208 -0.21985
H -4.37030 -4.10391 -4.94684
H 6.97352 -2.57947 4.99759
H -2.79664 -6.48809 -2.35346
H 3.16533 -0.21092 3.58475
H -3.80217 -2.74212 -3.17338
H -5.59005 2.86531 -0.42717
H -2.73257 -4.00049 -2.36274
H -2.56634 -7.70206 -3.47736
H -2.50861 -7.87655 1.51495
H -2.86062 4.05979 3.87910
H 3.60325 6.48500 5.44136
H 3.34160 3.63113 0.84950
H -4.62256 2.24686 3.69868
H -1.13750 1.90580 3.58653
H -2.28856 0.48547 3.07674
H -4.31499 -6.40563 0.34607
H -1.89326 4.21316 2.41471
H -4.53508 0.91579 2.53692
H 4.19730 -1.91558 4.92709
H 1.18941 5.47852 1.12447
H 0.94987 5.18195 2.93742
H 4.45504 8.52022 4.02257
H 5.44110 -2.41715 -0.58932
H -5.31372 1.25331 -0.10419
H -0.26096 -4.26801 0.82822
H -1.04667 -3.72467 -6.73724
H 5.41280 7.18599 4.16240
*
```

For the energy relative to the best compared isomer or geometry (same formula, charge and spin), the calculation gives 0.000 eV. The LUMO energy comes out at 3.145 eV. The calculation puts the HOMO-LUMO gap at 6.83 eV.